(1)
Formula: C2H7N4S
Source: the Open Molecules 2025 dataset
Level of theory: ωB97M-V/def2-TZVPD

## Properties
- molar mass (g mol⁻¹) = 119.2
- gap between HOMO and LUMO (spin up / spin down) (eV) = 7.7197 / 5.6889
- E_LUMO (spin up / spin down) (eV) = -4.9 / -6.0
- energy above the lowest of the compared OMol25 structures with the same formula, charge and spin (kcal/mol) = 123.0
- HOMO energy (spin up / spin down) (eV) = -12.65 / -11.70

```
! wB97M-V def2-TZVPD RIJCOSX def2/J DEFGRID3
* xyz 1 1
C -0.54 -0.51 -0.53
C -0.12 0.61 1.99
N 0.52 -0.36 -1.09
N 1.60 -0.45 -1.59
N 2.24 0.59 -2.14
N -1.78 -0.74 -0.67
S -1.54 0.09 2.74
H -0.30 1.52 1.38
H 0.93 0.37 1.89
H 1.80 1.50 -1.99
H 3.14 0.46 -1.79
H -2.50 -0.77 0.09
H -2.08 -1.14 -1.57
H -1.35 -1.17 3.29
*
```

(2)
Formula: C48H52ClN10O5PS2
Source: the Open Molecules 2025 dataset
Level of theory: ωB97M-V/def2-TZVPD

## Properties
- molar mass (g mol⁻¹) = 979.6
- gap between HOMO and LUMO (eV) = 9.1400
- E_LUMO (eV) = 0.5
- structure (SMILES) = CP(O)[C@@]1(Cl)OS(=O)(=O)O[C@]1(N)S.c1ccncc1.c1ccncc1.c1ccncc1.c1ccncc1.c1ccncc1.c1ccncc1.c1ccncc1.c1ccncc1.c1ccncc1
- HOMO energy (eV) = -8.62

```
! wB97M-V def2-TZVPD RIJCOSX def2/J DEFGRID3
* xyz 0 1
C 1.72 -0.05 -1.61
P 0.38 0.53 -2.71
O 0.41 -0.55 -3.95
C -1.25 0.30 -1.78
Cl -0.88 -0.06 -0.05
O -2.00 1.49 -1.83
S -3.48 1.24 -1.24
O -4.41 2.03 -1.96
O -3.52 1.37 0.17
O -3.57 -0.27 -1.73
C -2.29 -0.80 -2.24
N -2.30 -1.18 -3.58
S -1.98 -2.36 -1.31
H 2.51 -0.38 -2.29
H 1.46 -0.91 -0.99
H 2.11 0.77 -1.03
H 1.33 -0.81 -4.12
H -2.35 -0.41 -4.23
H -2.99 -1.89 -3.77
H -2.94 -2.33 -0.39
C -0.47 1.26 5.33
C -0.55 1.43 3.95
C 0.56 1.10 3.19
N 1.70 0.64 3.70
C 1.76 0.48 5.02
C 0.70 0.77 5.88
H -1.32 1.50 5.96
H -1.45 1.80 3.48
H 0.55 1.22 2.11
H 2.69 0.10 5.42
H 0.80 0.62 6.94
C -0.12 6.25 5.76
C 0.77 7.14 6.34
C 2.05 6.69 6.63
N 2.47 5.45 6.39
C 1.60 4.61 5.83
C 0.30 4.96 5.50
H -1.13 6.56 5.52
H 0.48 8.15 6.57
H 2.78 7.35 7.08
H 1.97 3.61 5.64
H -0.36 4.23 5.04
C 4.65 -2.97 9.27
C 5.10 -2.86 7.96
C 4.44 -1.99 7.11
N 3.39 -1.25 7.48
C 2.97 -1.37 8.74
C 3.56 -2.21 9.67
H 5.14 -3.64 9.96
H 5.94 -3.43 7.61
H 4.76 -1.87 6.08
H 2.12 -0.76 9.01
H 3.18 -2.27 10.68
C 0.48 11.18 2.84
C 0.55 10.23 3.85
C 1.80 9.87 4.33
N 2.94 10.39 3.87
C 2.85 11.29 2.90
C 1.65 11.72 2.35
H -0.48 11.48 2.44
H -0.34 9.77 4.26
H 1.91 9.14 5.11
H 3.80 11.69 2.54
H 1.64 12.47 1.57
C -5.88 0.20 5.62
C -5.86 1.52 6.03
C -4.72 2.00 6.65
N -3.64 1.27 6.88
C -3.68 -0.01 6.49
C -4.77 -0.58 5.86
H -6.76 -0.21 5.13
H -6.71 2.17 5.86
H -4.66 3.04 6.98
H -2.78 -0.59 6.69
H -4.74 -1.62 5.56
C -2.78 -7.22 -3.94
C -2.69 -5.92 -3.46
C -1.54 -5.54 -2.79
N -0.51 -6.36 -2.58
C -0.61 -7.60 -3.05
C -1.72 -8.08 -3.74
H -3.66 -7.56 -4.47
H -3.51 -5.22 -3.59
H -1.44 -4.53 -2.39
H 0.25 -8.24 -2.87
H -1.74 -9.09 -4.10
C 4.29 2.89 -6.21
C 5.16 2.57 -5.18
C 5.05 1.33 -4.59
N 4.15 0.41 -4.95
C 3.33 0.73 -5.94
C 3.35 1.95 -6.60
H 4.34 3.86 -6.69
H 5.91 3.28 -4.84
H 5.72 1.04 -3.78
H 2.61 -0.03 -6.21
H 2.64 2.16 -7.39
C -7.67 -10.13 -6.02
C -7.59 -8.83 -5.53
C -6.44 -8.46 -4.86
N -5.40 -9.27 -4.65
C -5.50 -10.51 -5.13
C -6.60 -10.98 -5.82
H -8.55 -10.46 -6.55
H -8.40 -8.13 -5.67
H -6.33 -7.45 -4.46
H -4.64 -11.15 -4.95
H -6.62 -12.00 -6.18
C 3.36 -0.72 -11.08
C 3.57 -0.15 -9.83
C 4.72 -0.51 -9.13
N 5.63 -1.36 -9.59
C 5.41 -1.90 -10.79
C 4.30 -1.61 -11.57
H 2.48 -0.46 -11.65
H 2.87 0.55 -9.40
H 4.92 -0.09 -8.15
H 6.16 -2.60 -11.14
H 4.17 -2.07 -12.54
*
```

(3)
Formula: C34H36N6OS3SnTe
Source: the Open Molecules 2025 dataset
Level of theory: ωB97M-V/def2-TZVPD

## Properties
- molar mass (g mol⁻¹) = 887.2
- gap between HOMO and LUMO (spin up / spin down) (eV) = 7.2135 / 4.8827
- E_LUMO (spin up / spin down) (eV) = -3.1 / -5.4
- energy above the lowest of the compared OMol25 structures with the same formula, charge and spin (kcal/mol) = 16.9
- HOMO energy (spin up / spin down) (eV) = -10.31 / -10.28

```
! wB97M-V def2-TZVPD RIJCOSX def2/J DEFGRID3
* xyz 1 2
Sn 0.41 0.40 -0.01
N -3.92 2.79 1.09
C -2.95 1.94 0.71
S -2.02 1.39 2.10
N -2.83 1.69 -0.54
N -1.76 1.12 -1.11
C -1.90 0.87 -2.36
C -0.80 0.47 -3.20
C -1.02 0.16 -4.55
C 0.06 -0.18 -5.33
C 1.32 -0.20 -4.75
C 1.44 0.11 -3.41
N 0.42 0.46 -2.65
H -4.14 2.93 2.06
H -4.53 3.18 0.38
H -2.87 1.03 -2.83
H -2.02 0.18 -4.95
H -0.07 -0.44 -6.37
H 2.19 -0.48 -5.32
H 2.40 0.09 -2.91
S 0.74 -2.00 -0.87
C 1.77 -2.32 0.47
N 1.98 -1.45 1.42
C 2.71 -2.00 2.44
C 3.04 -1.40 3.65
C 3.75 -2.13 4.59
C 4.15 -3.44 4.34
C 3.83 -4.06 3.15
C 3.11 -3.33 2.21
S 2.52 -3.88 0.67
H 2.69 -0.40 3.88
H 4.00 -1.67 5.54
H 4.69 -3.99 5.10
H 4.11 -5.08 2.94
C -0.88 -2.23 2.64
C -0.87 -0.73 2.68
O -0.47 -0.11 3.67
N -1.39 -0.10 1.60
Te 1.26 1.74 3.08
C 3.01 2.97 3.19
C 3.21 3.81 4.29
C 2.23 3.86 5.42
C 4.33 4.62 4.33
C 5.27 4.61 3.30
C 6.48 5.49 3.36
C 5.07 3.75 2.23
C 3.97 2.92 2.17
C 3.79 2.01 0.99
C -0.07 3.41 3.21
C -1.03 3.46 4.23
C -1.06 2.48 5.36
C -1.99 4.46 4.20
C -2.05 5.39 3.17
C -3.14 6.40 3.08
C -1.07 5.32 2.18
C -0.08 4.36 2.19
C 0.92 4.36 1.08
H -0.61 -2.61 3.62
H -0.21 -2.62 1.89
H -1.89 -2.56 2.38
H 1.91 2.85 5.68
H 1.35 4.43 5.14
H 2.67 4.33 6.30
H 4.50 5.27 5.18
H 6.51 6.05 4.29
H 6.48 6.19 2.53
H 7.39 4.90 3.28
H 5.79 3.73 1.42
H 4.71 1.97 0.41
H 3.00 2.37 0.33
H 3.54 0.99 1.32
H -0.47 1.59 5.11
H -2.08 2.17 5.56
H -0.66 2.92 6.27
H -2.73 4.50 4.99
H -3.86 6.27 3.88
H -3.65 6.32 2.12
H -2.74 7.41 3.15
H -1.10 6.04 1.38
H 0.73 5.17 0.39
H 0.87 3.42 0.53
H 1.94 4.48 1.47
*
```